No. 1
C2H5N3S2 in the gas phase in a non-equilibrium geometry, computed with ωB97M-V/def2-TZVPD.

Element x y z (Å)
1 N -0.68854 -0.95086 0.96246
2 C -1.19302 -0.18376 0.00177
3 S -2.73143 -0.38877 -0.62188
4 N -0.36751 0.81613 -0.49615
5 C 0.88216 1.19492 0.03115
6 N 1.94544 0.50701 0.04863
7 S 2.13752 -1.01385 -0.64800
8 H -1.29000 -1.70855 1.29482
9 H 0.24553 -0.81825 1.35754
10 H -0.84525 1.50387 -1.05507
11 H 0.93402 2.19649 0.43829
12 H 0.97107 -1.15436 -1.31355

Atomic forces in eV per Å
0.2266 -0.6573 0.8020
-0.2657 0.5536 -0.8118
0.3542 0.0483 0.1480
-0.0408 -0.3408 0.2248
0.0323 -0.2237 -0.0648
0.0345 -0.1421 -0.0022
-0.0641 0.2094 0.0394
0.5547 0.5858 -0.1720
-0.6391 -0.1468 -0.2869
-0.2127 -0.0340 0.0267
0.0352 0.1738 0.0635
-0.0151 -0.0263 0.0331

Net charge: 0
Total energy, eV: -28295.483
SMILES: NC(=S)N/C=N\S
ΔE to the lowest compared entry with this formula, charge and spin, kcal per mole: 27.3

Atomic partial charges in e from the natural (NBO) method, atoms 1 to 4:
1 N -0.796
2 C 0.282
3 S -0.261
4 N -0.662

No. 2
15 unconnected molecules or ions with the total composition C33H52BrCl42N2O4PS in a non-equilibrium geometry, computed with ωB97M-V/def2-TZVPD.

Element x y z (Å)
1 C 1.71299 -0.21864 4.50391
2 C 0.32809 0.34836 4.83988
3 C -0.68630 0.01355 3.72561
4 C -1.82614 1.05075 3.61339
5 C -2.25892 1.61122 2.22671
6 C -1.90689 0.85288 0.92136
7 C -2.43539 -0.61833 1.11319
8 C -1.38136 -1.74221 0.95257
9 C -3.71431 -0.99329 0.32699
10 C -5.01164 -0.52146 0.99742
11 C -2.68889 1.62792 -0.16183
12 C -2.37822 3.15621 -0.20841
13 O -1.67247 3.51820 -1.16070
14 O -2.92614 3.86383 0.64174
15 O -2.53559 1.12929 -1.48919
16 C -1.33927 0.60991 -1.87004
17 Br -0.84269 1.53909 -3.59355
18 C -1.52577 -0.85137 -2.30163
19 O -2.76836 -0.96356 -2.93653
20 C -2.84036 -2.09695 -3.77562
21 C -2.44303 -3.37956 -3.07857
22 C -0.13379 0.86534 -0.94326
23 N 0.82935 -0.20479 -1.14990
24 C 2.20747 0.10262 -0.71408
25 C 2.61120 -0.68342 0.54463
26 N -0.44296 0.94208 0.54886
27 P 0.57287 2.25025 1.40128
28 S 0.73760 3.97916 0.63092
29 H 2.50753 0.25310 5.07218
30 H 1.69335 -1.28863 4.67699
31 H 1.94763 -0.06925 3.45132
32 H 0.39158 1.42191 5.00969
33 H 0.00863 -0.10385 5.77462
34 H -1.12634 -0.93381 4.02124
35 H -0.09643 -0.12971 2.83033
36 H -1.57554 1.89297 4.25280
37 H -2.70206 0.61487 4.08629
38 H -3.33943 1.65516 2.21584
39 H -1.96830 2.65376 2.17114
40 H -2.78162 -0.76464 2.13329
41 H -0.82119 -1.83932 1.87894
42 H -0.63039 -1.56697 0.18779
43 H -1.82519 -2.71351 0.76726
44 H -3.78144 -2.07796 0.40392
45 H -3.69423 -0.79631 -0.73851
46 H -5.85875 -0.60905 0.32669
47 H -5.18648 -1.15365 1.86629
48 H -4.96076 0.50117 1.36040
49 H -3.74534 1.58126 0.04903
50 H -1.40634 -1.56172 -1.48943
51 H -0.76118 -1.08404 -3.04394
52 H -3.87985 -2.16640 -4.08147
53 H -2.28139 -1.95978 -4.70559
54 H -1.36780 -3.41973 -2.92135
55 H -2.90101 -3.41673 -2.09233
56 H -2.70773 -4.25882 -3.65241
57 H 0.33579 1.79213 -1.26222
58 H 0.91808 -0.32892 -2.14954
59 H 2.39613 1.17152 -0.60100
60 H 2.87938 -0.24131 -1.48698
61 H 3.30353 -1.47514 0.27099
62 H 1.74444 -1.16690 0.99106
63 H 3.13554 -0.06251 1.26467
64 H 0.06697 0.11431 0.88032
65 H 0.14414 2.27427 2.72656
66 H 1.80755 1.60335 1.43080
67 C -4.70997 -0.39306 -7.15623
68 Cl -5.36009 -1.68411 -6.14226
69 Cl -3.00795 -0.67932 -7.51666
70 Cl -5.64683 -0.22942 -8.64023
71 H -4.78474 0.53404 -6.60457
72 C 4.52510 -3.59128 4.34821
73 Cl 3.53617 -3.77751 5.79296
74 Cl 3.62579 -2.76000 3.07599
75 Cl 6.02041 -2.73553 4.71239
76 H 4.78206 -4.57804 3.98578
77 C -3.36895 6.58912 -0.85441
78 Cl -4.72647 6.62733 0.26442
79 Cl -3.76267 7.41913 -2.36704
80 Cl -1.93623 7.29638 -0.10691
81 H -3.14706 5.54832 -1.07149
82 C -6.68837 9.68521 -0.50496
83 Cl -6.00821 11.16463 -1.18474
84 Cl -6.57318 9.69541 1.25464
85 Cl -8.36145 9.46784 -1.02072
86 H -6.11011 8.84740 -0.87532
87 C 1.31851 7.84952 -1.96170
88 Cl 2.02594 6.23238 -1.96533
89 Cl 2.17731 8.90109 -0.83539
90 Cl 1.33199 8.53671 -3.58649
91 H 0.29259 7.76556 -1.63397
92 C 5.25844 7.52631 -3.33700
93 Cl 5.96313 5.90777 -3.33947
94 Cl 6.11666 8.57689 -2.21001
95 Cl 5.26984 8.21246 -4.96157
96 H 4.23061 7.44580 -3.00976
97 C 5.56263 -1.28343 -3.67608
98 Cl 6.51546 -2.75017 -3.83264
99 Cl 4.00778 -1.45582 -4.49794
100 Cl 5.32920 -0.93813 -1.96150
101 H 6.09410 -0.45610 -4.12562
102 C 9.17311 -2.11554 -0.40343
103 Cl 9.61874 -1.50561 -1.99702
104 Cl 10.56422 -2.10548 0.67957
105 Cl 7.83863 -1.18444 0.27412
106 H 8.84556 -3.13972 -0.51591
107 C 4.84936 -5.35908 -0.71103
108 Cl 3.63001 -5.03893 0.52739
109 Cl 4.31432 -4.76923 -2.27937
110 Cl 6.38719 -4.62495 -0.26166
111 H 4.99150 -6.42942 -0.77756
112 C -5.59723 -3.41039 3.01076
113 Cl -6.57823 -1.95033 2.93448
114 Cl -5.81682 -4.39458 1.56560
115 Cl -3.88938 -3.00917 3.23230
116 H -5.92077 -3.98835 3.86515
117 C -1.18733 -6.60171 -0.57224
118 Cl -1.02605 -6.16810 -2.27034
119 Cl 0.34018 -6.35663 0.27722
120 Cl -2.47026 -5.64787 0.17400
121 H -1.45004 -7.64815 -0.50385
122 C -8.12770 6.21750 -3.69652
123 Cl -7.35702 6.84062 -5.15764
124 Cl -6.97978 6.16474 -2.36061
125 Cl -9.52812 7.19790 -3.26672
126 H -8.46388 5.21034 -3.89908
127 C 8.99372 -7.47974 1.24384
128 Cl 9.53859 -6.10223 0.28462
129 Cl 9.27183 -7.19488 2.95864
130 Cl 7.28919 -7.83746 0.94140
131 H 9.57213 -8.34293 0.94582
132 C 4.02597 -7.96263 7.14611
133 Cl 4.23979 -7.14975 5.59409
134 Cl 5.52102 -7.93722 8.07661
135 Cl 2.70602 -7.22833 8.05582
136 H 3.76759 -8.99379 6.95017

Atomic forces in eV per Å
-0.5087 0.1549 0.0282
0.4287 -0.1171 -0.3360
-0.0514 0.5280 1.1762
-0.0879 -0.4162 -0.3297
0.7493 -0.1958 0.5840
-1.8427 0.2230 0.6833
0.1174 -1.1922 -0.8112
0.4643 0.4724 0.3736
-0.3712 -0.1752 0.0337
1.0490 0.1430 -0.1586
0.6839 0.6801 -0.4150
0.0674 0.3429 -0.6912
0.4110 -0.0941 -0.3236
-0.5075 0.2385 0.7423
-0.1182 -0.6945 0.7426
-0.4795 0.2668 -0.4424
0.1506 -0.0247 0.0405
0.2700 0.0397 -0.7859
-0.0464 0.1041 0.1878
-0.5889 -0.4713 -0.1932
0.4171 0.3455 0.1507
0.7559 0.0110 -0.9702
0.5256 0.1660 0.1275
0.1110 -0.5139 0.3671
0.1414 0.1522 -0.2754
0.7474 -0.4940 0.2207
0.6152 2.0381 -0.3574
-0.1074 -0.2829 -0.0027
0.1003 -0.1354 0.2582
0.3068 -0.1825 0.0410
0.0637 0.0558 -0.1692
-0.0455 0.1661 -0.0697
-0.1764 0.1533 0.2135
0.0249 -0.3999 -0.4894
-0.1321 -0.0699 -0.3554
0.0475 0.2643 -0.0427
-0.1518 -0.0867 0.0500
-0.2104 0.0707 -0.0214
0.0312 0.1473 -0.2686
0.2163 0.6048 0.2990
0.1174 -0.1549 0.1676
-0.0407 -0.0881 -0.2057
-0.2103 -0.0416 -0.1055
0.1627 -0.2167 -0.1494
0.1805 0.3407 -0.0830
-0.1988 -0.0552 -0.0771
0.7242 0.9404 -1.0078
-0.0796 0.2636 -0.0558
-0.1969 -0.3461 0.0736
-0.2155 0.0974 0.2190
0.2738 -0.1164 0.0819
-0.0508 0.1040 0.1361
0.3339 0.2046 0.0406
0.1450 -0.0491 0.0004
-0.2217 -0.1960 0.0696
-0.2282 -0.0869 -0.1272
-0.4858 0.6140 0.4939
-0.4403 -0.1086 -0.1339
-0.1634 0.1828 -0.0539
-0.0358 0.1543 -0.3825
0.0063 -0.2323 0.0141
-0.0575 -0.0030 0.2591
-0.0305 0.0452 0.2544
-0.5376 -0.2877 0.1553
-0.2248 -0.6368 -0.0660
-0.2814 -0.6613 0.1325
0.0374 -0.0262 -0.0220
-0.1669 0.0328 -0.1617
0.0079 0.0106 0.0126
-0.0080 0.0102 0.0097
0.0073 0.0145 0.0250
0.0149 0.0489 0.0493
-0.0636 0.1265 0.0349
0.0369 0.0097 -0.0078
0.0180 -0.0133 -0.0193
0.0084 -0.0247 -0.0328
0.1340 -0.3365 -0.0648
-0.1126 0.1003 0.0108
0.0722 0.0877 0.0443
0.0477 0.0581 0.0475
0.1132 0.0169 0.0691
-0.0231 0.0242 0.0140
0.0137 -0.0146 -0.0178
0.0042 -0.0044 0.0093
0.0824 0.0773 0.0707
0.0151 -0.0233 0.0026
0.0515 0.0153 -0.0426
-0.0108 -0.0321 0.0054
0.0130 -0.0008 0.0184
0.0168 -0.0073 -0.0077
-0.0973 -0.0301 0.0061
0.0902 0.0705 -0.0395
-0.0439 -0.0280 0.0205
-0.0296 -0.0047 0.0185
-0.0351 -0.0063 0.0053
-0.0204 -0.0159 0.0037
-0.1615 -0.1963 0.1600
0.2539 0.0347 -0.2865
-0.0065 0.0546 -0.0037
-0.0035 0.1419 -0.0525
0.0373 0.0046 -0.0029
0.0362 0.1026 0.0162
-0.0112 -0.0090 -0.0167
-0.0089 -0.0374 0.0136
0.1215 -0.0302 0.1538
-0.0306 -0.0448 -0.0260
-0.0677 0.1057 -0.0333
0.0532 -0.0636 -0.0333
-0.1499 -0.1249 0.0446
-0.0433 0.0895 0.0313
0.0209 -0.0234 0.0087
-0.0774 0.0335 -0.0545
-1.5567 -1.0486 1.4470
0.0139 -0.0080 -0.0401
0.1067 -0.1383 0.1417
0.0318 -0.0071 0.0191
0.0814 0.2019 0.0019
0.1111 -0.2608 -0.0079
-0.0089 -0.0480 -0.0060
-0.1075 -0.0356 0.1080
-0.0325 -0.0167 0.0049
0.0961 0.1412 0.0897
0.0033 -0.0251 -0.0232
-0.0926 -0.0895 -0.0082
-0.1600 -0.1316 -0.1385
-0.0211 -0.0198 0.0012
-0.0503 0.1089 0.0672
0.0741 -0.0436 -0.0207
-0.0025 -0.0086 0.0008
0.0163 -0.0906 0.0026
0.0068 -0.0198 -0.0248
0.0231 0.1014 0.0614
0.0373 -0.1752 -0.0951
0.0057 -0.0160 -0.0047
-0.0140 -0.0098 -0.0048
-0.0106 -0.0217 -0.0137

Net charge: 0
Total energy, eV: -662338.876

Atomic partial charges in e from the Mulliken method, atoms 1 to 4:
1 C -0.995
2 C -0.742
3 C 0.783
4 C -2.042

No. 3
C6H6N4O in the gas phase in a non-equilibrium geometry, computed with ωB97M-V/def2-TZVPD.

Element x y z (Å)
1 C -3.27312 -0.45394 0.18764
2 C -1.81533 -0.36017 0.36043
3 C -1.21334 -0.69560 1.50415
4 C 0.22616 -0.54850 1.57301
5 O 0.88134 -0.85186 2.64537
6 N 0.91912 -0.06839 0.51252
7 C 0.26411 0.22592 -0.55665
8 N 0.90176 0.75042 -1.72298
9 C 2.20848 0.92498 -1.78085
10 N 3.37560 1.17229 -1.97110
11 N -1.06270 0.08315 -0.69528
12 H -3.81958 -0.77242 0.83230
13 H -3.64582 0.54770 -0.03300
14 H -3.73142 -1.15677 -0.75230
15 H -1.72879 -0.89389 2.22411
16 H 0.27078 0.69883 -2.68180
17 H -1.71404 0.27301 -1.34087

Atomic forces in eV per Å
3.5705 2.7455 -10.9711
0.2535 -1.4421 1.6315
5.5799 2.7896 -8.2186
2.3819 -1.5304 5.5470
-2.4884 0.9332 -3.5715
0.1313 0.8019 -2.3297
1.1844 0.4061 -0.7078
-3.6653 -0.9145 -1.7835
6.3638 1.4825 -1.4363
-5.5796 -1.2786 1.0325
0.2561 -1.2424 2.9751
-5.5457 -3.8490 8.6702
-0.1555 0.1443 -0.2334
1.9029 1.8617 1.9757
-5.4226 -2.6795 8.3686
2.5966 0.2705 3.2882
-1.3636 1.5012 -4.2369

Net charge: 0
Total energy, eV: -14323.436
SMILES: Cc1cc(=O)nc(NC#N)[nH]1
ΔE to the lowest compared entry with this formula, charge and spin, kcal per mole: 94.1

Atomic partial charges in e from the natural (NBO) method, atoms 1 to 4:
1 C -0.603
2 C 0.223
3 C -0.289
4 C 0.579

No. 4
C4H5N3O in the gas phase in a non-equilibrium geometry, computed with ωB97M-V/def2-TZVPD.

Element x y z (Å)
1 O -2.73171 0.34901 0.07398
2 N -1.98015 -0.80175 -0.01602
3 C -0.65789 -0.52894 -0.30180
4 C -0.13281 0.77142 -0.35978
5 C 1.13999 1.15070 -0.16379
6 N 2.06148 0.18529 0.15249
7 N 1.69087 -1.15590 0.05354
8 C 0.43925 -1.52482 -0.17868
9 H -3.47985 -0.17160 0.86747
10 H -0.76049 1.76608 -0.51280
11 H 1.34214 2.23208 0.37837
12 H 3.10760 0.17575 0.33650
13 H -0.03842 -2.44733 -0.32948

Atomic forces in eV per Å
-4.0101 -2.2603 4.0741
5.5194 -0.9122 -1.4598
-3.0622 -0.5379 1.6860
-1.5725 5.3316 -1.1127
1.2585 1.7344 3.4091
0.7923 -2.6961 -0.0089
-1.4399 -1.0136 -0.5477
0.2033 3.8153 -0.0302
2.9905 3.1137 -3.8240
0.6943 -2.7168 0.4270
-0.1890 -2.5998 -2.3754
-2.2871 0.9294 -0.5061
1.1026 -2.1876 0.2688

Net charge: 0
Total energy, eV: -10740.975
SMILES: O/N=c1\cc[nH]nc1
ΔE to the lowest compared entry with this formula, charge and spin, kcal per mole: 153.1

Atomic partial charges in e from the natural (NBO) method, atoms 1 to 4:
1 O -0.552
2 N -0.195
3 C 0.067
4 C -0.319

Computed Kohn-Sham gap (eV) in order:
9.2; 8.1; 9.1; 8.2